Record 1
Entry from the OMol25 dataset: a molecular structure, C38H85AsF6O22P3S5 at a distorted geometry (the ωB97M-V functional and the def2-TZVPD basis).

Properties
Gap between HOMO and LUMO in eV: 9.96
Charge: -1
Energy above the lowest of the compared OMol25 structures with the same formula, charge and spin in kJ/mol: 79.3
2S+1: 1

Geometry (Å):
As1 0.498 0.007 0.691
S1 -6.263 -1.329 -0.993
S2 0.171 6.300 2.219
S3 1.208 -2.765 7.405
S4 -0.870 -1.866 -4.408
S5 -1.948 1.928 5.335
P1 -2.093 -6.162 0.509
P2 6.724 -1.655 -1.057
P3 -2.524 5.482 -3.412
F1 1.429 0.274 -0.772
F2 -0.717 1.087 0.042
F3 1.312 1.363 1.426
F4 -0.365 -0.220 2.216
F5 1.810 -0.943 1.354
F6 -0.350 -1.356 -0.007
O1 -1.062 6.405 2.980
O2 -0.707 1.228 5.570
O3 8.017 -1.012 -1.747
O4 0.752 7.522 1.690
O5 -2.770 -4.836 1.111
O6 5.534 -0.641 -1.424
O7 -6.848 -0.133 -1.588
O8 -0.540 -5.900 0.746
O9 -2.664 2.499 6.462
O10 6.794 -1.979 0.381
O11 -2.599 -7.413 1.077
O12 -1.363 5.948 -4.382
O13 6.533 -2.892 -2.041
O14 -1.486 -3.185 -4.426
O15 -2.261 3.909 -3.262
O16 -3.888 5.778 -3.860
O17 -7.056 -2.494 -0.620
O18 -1.691 -0.698 -4.662
O19 1.290 -4.189 7.706
O20 1.364 -1.822 8.491
O21 -2.084 6.083 -1.997
O22 -2.204 -5.981 -1.063
C1 -0.105 6.328 -6.338
C2 2.442 -2.362 6.047
C3 1.691 4.062 2.401
C4 -2.839 -3.120 2.819
C5 -1.180 5.457 -5.709
C6 -3.821 -0.914 0.018
C7 1.375 4.326 0.932
C8 -2.874 -4.603 2.486
C9 -0.746 2.037 -3.092
C10 -4.804 -1.870 -1.983
C11 0.143 -4.824 0.120
C12 -1.160 3.388 -2.518
C13 1.349 5.328 3.220
C14 5.441 -3.799 -1.794
C15 1.132 -4.236 1.117
C16 -3.016 0.976 4.205
C17 0.234 -2.063 5.020
C18 1.493 -1.401 -3.213
C19 -3.009 7.203 -0.071
C20 -5.277 -0.771 0.430
C21 -3.636 -2.040 -1.015
C22 -2.797 -8.001 -2.272
C23 4.931 0.133 -0.358
C24 4.481 -3.768 -2.970
C25 8.464 0.306 -1.393
C26 0.021 -1.650 -2.867
C27 -2.233 2.805 2.798
C28 1.652 -1.505 5.072
C29 -2.965 5.913 -0.877
C30 7.987 1.327 -2.383
C31 0.038 5.040 0.906
C32 -1.612 3.232 4.133
C33 -3.226 -6.609 -1.830
C34 1.739 -2.222 -4.471
C35 4.170 1.271 -1.030
C36 -0.283 -2.375 6.416
C37 0.625 -1.887 -5.461
C38 -3.464 1.979 3.132
H1 8.217 0.526 -0.351
H2 -2.561 5.111 -0.246
H3 -0.544 -1.473 4.534
H4 1.551 -0.466 5.391
H5 8.267 2.337 -2.070
H6 -5.586 -1.454 1.228
H7 3.558 1.786 -0.288
H8 -0.924 4.398 -5.647
H9 1.187 3.176 2.780
H10 -1.616 1.384 -3.099
H11 -5.092 -2.662 -2.669
H12 -0.492 -3.998 -0.210
H13 -4.188 -6.652 -1.319
H14 0.578 -3.754 1.923
H15 0.192 -2.989 4.430
H16 -1.996 -8.012 -3.013
H17 -1.834 -2.762 2.555
H18 -3.607 -8.516 -2.795
H19 0.959 5.095 4.208
H20 1.828 -3.291 -4.277
H21 -0.793 4.483 1.348
H22 4.197 -0.467 0.175
H23 -2.107 5.527 -6.283
H24 -3.117 -0.914 0.851
H25 6.919 1.295 -2.580
H26 0.065 1.593 -2.511
H27 -3.316 7.025 0.967
H28 -2.662 -1.854 -1.459
H29 -2.511 -8.565 -1.385
H30 -1.996 4.195 4.472
H31 -3.080 -2.865 3.846
H32 2.003 -1.503 4.040
H33 -2.051 7.640 0.228
H34 1.482 3.417 0.339
H35 1.724 -3.472 0.610
H36 -0.533 3.383 4.166
H37 2.650 -1.924 -4.997
H38 3.343 -1.979 6.509
H39 3.602 -4.303 -2.597
H40 -2.365 0.278 3.674
H41 0.443 -2.580 -6.277
H42 -0.250 5.521 -0.026
H43 8.527 1.194 -3.324
H44 -0.302 4.065 -2.514
H45 4.786 2.020 -1.535
H46 -3.994 1.444 2.345
H47 -2.048 -5.068 3.037
H48 2.195 5.994 3.393
H49 -2.516 3.630 2.143
H50 1.622 -0.341 -3.446
H51 0.849 6.087 -5.862
H52 0.016 6.133 -7.404
H53 -0.302 2.139 -4.085
H54 2.541 -3.361 5.620
H55 -0.276 7.394 -6.204
H56 5.698 0.568 0.280
H57 -3.815 0.463 4.734
H58 -3.792 -4.980 2.951
H59 -0.083 -2.630 -2.398
H60 4.968 -3.476 -0.865
H61 -3.705 -3.028 -0.558
H62 9.549 0.208 -1.475
H63 -3.660 7.929 -0.551
H64 -3.937 5.491 -1.139
H65 0.768 -0.870 -5.825
H66 -3.407 -6.005 -2.720
H67 5.840 -4.805 -1.668
H68 -3.449 -2.552 2.109
H69 2.769 4.025 2.568
H70 4.257 -2.743 -3.254
H71 2.132 4.961 0.461
H72 -0.545 -0.927 -2.291
H73 2.147 -1.623 -2.374
H74 -0.506 -1.380 6.827
H75 -1.523 2.205 2.227
H76 0.685 -5.140 -0.774
H77 -4.175 2.723 3.511
H78 -1.454 3.240 -1.476
H79 1.829 -4.973 1.515
H80 -1.206 -2.918 6.589
H81 3.542 0.909 -1.846
H82 -4.730 -0.981 -2.618
H83 4.840 -4.327 -3.834
H84 -3.486 -0.037 -0.550
H85 -5.636 0.195 0.779

Record 2
Entry from the OMol25 dataset: 7 unconnected molecules or ions with the total composition C38H86BrCl2N10O11 at a distorted geometry (the ωB97M-V functional and the def2-TZVPD basis).

Properties
Gap between HOMO and LUMO in eV: 6.63
Charge: +1
Energy above the lowest of the compared OMol25 structures with the same formula, charge and spin in kJ/mol: 0.0
2S+1: 1

Geometry (Å):
Br1 -1.624 6.171 3.413
Cl1 -0.749 0.726 -2.760
Cl2 0.089 3.680 1.653
O1 -0.430 6.591 -1.815
O2 6.013 0.430 -0.082
O3 6.389 -2.117 5.582
O4 -3.268 5.948 1.251
O5 2.968 1.212 -4.450
O6 -5.860 0.611 1.082
O7 -3.928 -1.744 1.499
O8 -3.710 0.475 1.750
O9 -3.619 -4.999 -1.570
O10 2.956 -2.153 3.205
O11 -7.536 -2.825 -0.298
N1 4.714 -0.328 -6.195
N2 4.918 -4.618 5.542
N3 -2.300 1.869 -0.843
N4 7.842 -0.060 -2.292
N5 -2.731 8.268 -1.225
N6 -10.026 -1.963 -1.524
N7 -3.146 2.998 1.070
N8 -3.834 -4.801 1.321
N9 -0.804 2.867 0.484
N10 -0.172 2.246 -0.532
C1 -4.543 -7.051 0.713
C2 -0.457 7.429 -0.667
C3 3.215 -0.085 1.813
C4 -3.082 3.772 2.306
C5 2.337 -0.945 2.803
C6 3.491 -0.923 -5.646
C7 -0.865 9.764 -1.672
C8 -2.144 2.609 0.288
C9 -1.050 1.654 -1.343
C10 5.574 0.486 -1.432
C11 -10.033 -2.874 -0.373
C12 -10.425 -2.086 0.875
C13 -4.787 1.095 1.161
C14 7.718 -2.298 6.040
C15 6.669 0.802 -2.468
C16 -4.390 -0.924 3.733
C17 -4.879 -5.085 -0.916
C18 -8.701 -3.635 -0.246
C19 1.798 0.753 -0.232
C20 3.041 -0.205 -4.359
C21 1.836 1.707 -5.146
C22 7.126 2.258 -2.471
C23 -4.825 -5.559 0.548
C24 6.086 -2.772 4.359
C25 -4.016 -0.836 2.232
C26 5.865 -4.291 4.470
C27 -2.813 5.290 2.095
C28 0.321 7.101 -2.906
C29 7.144 -5.098 4.680
C30 -1.390 8.651 -0.770
C31 2.429 -0.965 -6.741
C32 -3.071 -6.243 -1.969
C33 6.246 1.697 0.513
C34 1.274 2.116 -0.864
C35 2.977 -3.084 2.111
C36 -4.493 2.541 0.642
C37 2.270 1.033 1.248
C38 -7.259 -2.102 0.889
H1 -3.622 -0.317 4.269
H2 6.164 1.582 1.596
H3 2.350 -2.686 1.280
H4 -3.840 -6.935 -2.323
H5 2.039 1.753 -6.216
H6 -7.501 -2.680 1.787
H7 -1.394 10.695 -1.461
H8 -3.130 7.613 -0.556
H9 -8.685 -4.270 0.650
H10 -9.184 -1.394 -1.456
H11 7.795 -3.211 6.631
H12 -4.044 3.636 2.850
H13 4.026 -4.174 5.336
H14 4.560 0.677 -6.270
H15 0.562 7.725 -0.386
H16 -4.821 -7.375 1.718
H17 2.585 0.279 -0.848
H18 6.841 -2.529 3.597
H19 -2.959 -4.829 0.801
H20 7.960 -1.465 6.703
H21 1.364 2.110 -1.968
H22 4.024 0.420 2.386
H23 7.649 2.483 -3.402
H24 2.349 -0.027 -7.290
H25 0.941 1.111 -4.948
H26 1.219 7.628 -2.575
H27 -5.576 -5.693 -1.509
H28 -5.124 -7.644 0.002
H29 -4.375 -1.977 4.063
H30 -2.620 7.713 -2.072
H31 6.274 2.940 -2.399
H32 -6.199 -1.871 0.900
H33 0.200 9.943 -1.500
H34 2.092 -0.613 -3.983
H35 2.682 -1.731 -7.476
H36 -11.488 -1.837 0.841
H37 1.379 1.080 1.914
H38 6.241 0.597 -3.455
H39 1.313 -1.127 2.382
H40 7.947 -4.743 4.030
H41 4.014 -3.180 1.709
H42 -0.300 7.751 -3.523
H43 -3.489 -7.299 0.590
H44 -5.253 3.201 1.115
H45 -5.383 -0.435 3.836
H46 6.966 -6.149 4.442
H47 -4.645 2.632 -0.451
H48 7.263 2.027 0.301
H49 2.637 -4.099 2.417
H50 -1.479 9.068 0.238
H51 -7.795 -1.152 0.885
H52 3.711 -1.959 -5.371
H53 3.788 -0.407 -3.584
H54 -0.825 6.794 0.145
H55 -5.279 -4.068 -0.923
H56 8.438 -2.310 5.217
H57 5.519 2.447 0.186
H58 -10.813 -3.623 -0.537
H59 3.711 -0.701 1.036
H60 -2.371 -6.055 -2.785
H61 -2.500 -6.687 -1.152
H62 1.656 2.731 -4.810
H63 -10.251 -2.670 1.782
H64 4.722 1.175 -1.528
H65 -4.093 -3.818 1.307
H66 7.559 -1.030 -2.409
H67 -8.620 -4.313 -1.102
H68 -2.313 3.331 2.984
H69 2.777 2.027 1.224
H70 1.447 -1.212 -6.331
H71 1.864 2.968 -0.465
H72 5.150 -2.324 4.014
H73 8.119 -0.005 -1.313
H74 0.890 0.102 -0.182
H75 -9.890 -1.141 0.964
H76 -5.812 -5.369 0.981
H77 7.497 -5.072 5.711
H78 5.236 -4.145 6.385
H79 5.431 -4.620 3.520
H80 7.821 2.487 -1.664
H81 2.187 -0.326 3.721
H82 -9.883 -2.507 -2.371
H83 -1.014 9.558 -2.731
H84 5.458 -0.408 -5.506
H85 5.185 -0.515 -1.651
H86 0.622 6.258 -3.530

Record 3
Entry from the OMol25 dataset: 12 unconnected molecules or ions with the total composition C38H87N2O17PS12 at a distorted geometry (the ωB97M-V functional and the def2-TZVPD basis).

Properties
Gap between HOMO and LUMO in eV: 7.06
Charge: 0
2S+1: 1

Geometry (Å):
S1 1.397 -5.103 -3.927
S2 -8.582 -3.869 6.513
S3 -0.101 3.490 2.776
S4 -2.458 5.362 -2.094
S5 -1.079 3.739 -6.634
S6 -0.552 -2.627 4.198
S7 4.959 9.003 -2.387
S8 6.034 -1.784 2.086
S9 -3.591 -2.965 8.709
S10 0.100 7.751 -4.370
S11 -7.853 0.762 8.760
S12 1.908 -8.462 0.118
P1 2.360 2.858 -4.034
O1 2.049 -6.075 -2.990
O2 3.882 9.978 -2.759
O3 -3.179 -2.325 7.417
O4 2.147 0.081 -4.589
O5 -0.957 3.290 1.561
O6 -7.107 -0.333 9.463
O7 1.615 0.326 -10.210
O8 1.772 -7.184 0.890
O9 -3.381 6.526 -2.307
O10 1.977 2.833 -2.336
O11 1.885 4.418 -4.649
O12 -9.504 -2.706 6.301
O13 3.945 2.755 -4.232
O14 -0.140 -1.987 2.906
O15 0.280 -1.364 -3.737
O16 0.557 6.620 -3.497
O17 5.787 -2.226 0.674
N1 0.069 1.463 -4.910
N2 3.872 0.424 -9.261
C1 1.574 0.440 -7.628
C2 0.281 -6.043 -4.997
C3 1.750 -0.351 -1.917
C4 2.446 -2.061 0.145
C5 -8.961 -4.575 8.135
C6 -0.737 4.937 3.657
C7 7.758 -2.162 2.481
C8 3.753 -2.257 -9.681
C9 5.049 8.955 -0.581
C10 4.291 -0.976 -8.774
C11 0.868 -8.320 -1.356
C12 0.362 -1.806 5.527
C13 1.349 -0.549 -3.527
C14 -9.589 0.263 8.664
C15 -2.171 -1.955 4.645
C16 5.529 -2.794 -7.031
C17 6.238 0.014 2.064
C18 -2.838 4.657 -0.472
C19 -0.458 2.469 -5.681
C20 2.007 -3.476 0.922
C21 1.574 -1.863 -1.233
C22 -0.623 2.277 4.013
C23 0.394 9.289 -3.464
C24 1.575 1.374 -5.023
C25 2.129 1.591 -6.587
C26 4.964 -4.077 -7.893
C27 -1.705 7.820 -4.271
C28 -5.211 -2.293 9.156
C29 -2.678 -2.144 10.038
C30 -3.105 3.973 -3.056
C31 5.215 -1.206 -7.439
C32 3.487 -8.400 -0.763
C33 -8.110 2.097 9.955
C34 2.345 0.408 -9.078
C35 -9.228 -5.258 5.551
C36 4.276 7.339 -2.583
C37 2.600 -4.705 -5.219
C38 4.069 -3.828 -9.271
H1 2.932 -3.934 1.515
H2 -2.066 8.706 -4.798
H3 3.560 -7.473 -1.335
H4 -7.140 2.538 10.197
H5 -5.181 -1.201 9.138
H6 6.992 0.295 1.325
H7 -2.113 6.925 -4.748
H8 -0.553 5.823 3.045
H9 -0.178 -8.300 -1.043
H10 2.007 2.692 -6.965
H11 1.104 -7.397 -1.892
H12 -2.021 7.850 -3.226
H13 2.898 -0.079 -1.831
H14 -8.393 -5.497 8.274
H15 -2.528 3.073 -2.832
H16 -8.755 2.861 9.514
H17 -10.032 -4.779 8.213
H18 3.306 1.407 -6.506
H19 -2.550 5.378 0.296
H20 -1.811 4.829 3.826
H21 -0.214 5.042 4.611
H22 1.472 9.436 -3.369
H23 0.424 -2.083 -1.006
H24 1.465 4.975 -3.913
H25 4.100 7.159 -3.646
H26 -2.450 -2.307 5.642
H27 7.878 -3.247 2.510
H28 5.739 8.166 -0.270
H29 -8.673 -3.854 8.904
H30 3.126 -2.032 -10.646
H31 -8.651 -6.158 5.776
H32 -2.906 -2.309 3.919
H33 -0.121 -5.386 -5.772
H34 5.419 9.919 -0.226
H35 -5.489 -2.645 10.152
H36 -1.704 2.334 4.161
H37 3.619 -2.137 -0.063
H38 3.566 -9.261 -1.431
H39 6.539 0.359 3.057
H40 -9.952 -0.019 9.655
H41 -0.104 2.470 4.956
H42 0.235 -0.723 5.454
H43 1.079 2.432 -2.146
H44 -10.282 -5.419 5.789
H45 1.039 0.389 -1.354
H46 3.652 -4.724 -9.930
H47 -9.667 -0.595 7.992
H48 -2.805 -1.061 9.965
H49 0.816 -6.879 -5.453
H50 2.991 -5.624 -5.662
H51 5.282 0.469 1.798
H52 -9.129 -5.021 4.489
H53 2.121 -4.093 -5.987
H54 4.057 8.771 -0.162
H55 1.633 -0.624 -7.117
H56 1.174 -3.253 1.747
H57 -4.159 3.812 -2.818
H58 -10.184 1.088 8.266
H59 -8.565 1.701 10.865
H60 3.332 7.256 -2.040
H61 -5.946 -2.647 8.430
H62 8.417 -1.745 1.716
H63 1.035 -9.184 -2.005
H64 -0.001 -2.162 6.493
H65 0.431 0.682 -7.850
H66 2.289 -1.213 0.941
H67 6.159 -2.987 -6.064
H68 4.272 1.129 -8.602
H69 8.008 -1.745 3.459
H70 -0.037 10.127 -4.018
H71 -0.053 9.228 -2.469
H72 5.194 -5.184 -7.531
H73 3.421 -4.142 -4.769
H74 -2.269 3.734 -0.333
H75 -3.040 -2.500 11.004
H76 -3.006 4.210 -4.118
H77 4.296 -8.437 -0.029
H78 -1.619 -2.392 9.935
H79 -3.909 4.453 -0.395
H80 -0.540 -6.427 -4.388
H81 -0.359 1.279 3.654
H82 -2.141 -0.863 4.627
H83 1.421 -2.054 5.424
H84 5.607 -0.283 -6.828
H85 1.656 -4.310 0.175
H86 1.965 -2.681 -1.999
H87 4.992 6.604 -2.206